No. 1
Here is a molecular structure, C41H44IrN9S5 from the Open Molecules 2025 dataset. Energies are from wB97M-V/def2-TZVPD.

The geometry in XYZ format:
```
100
Properties=species:S:1:pos:R:3
Ir -0.804 0.492 -0.983
N -0.879 1.989 0.520
S -1.226 2.308 1.890
N -1.237 1.196 3.121
S -0.189 0.238 3.658
N 0.248 -1.033 2.925
S -0.542 -1.661 1.582
N -0.249 -1.085 0.278
C 0.014 -3.332 1.722
C 1.255 -3.641 2.260
C 1.680 -4.960 2.243
C 0.870 -5.946 1.694
C -0.367 -5.621 1.154
C -0.802 -4.305 1.159
C -2.248 -1.704 2.093
C -3.189 -1.175 1.226
C -4.526 -1.187 1.604
C -4.897 -1.731 2.825
C -3.940 -2.272 3.679
C -2.604 -2.263 3.317
C -0.764 -0.173 5.272
C -0.241 -1.317 5.869
C -0.658 -1.643 7.148
C -1.582 -0.836 7.806
C -2.096 0.299 7.192
C -1.687 0.645 5.912
C 1.404 1.036 4.040
C 2.613 0.570 3.357
C 3.854 1.146 3.869
C 3.877 2.147 4.798
C 2.666 2.584 5.336
C 1.428 2.003 4.987
C -2.881 2.912 2.138
C -3.853 2.212 2.838
C -5.137 2.738 2.902
C -5.432 3.943 2.281
C -4.449 4.631 1.577
C -3.168 4.113 1.495
C -0.211 3.609 2.578
C -0.563 4.250 3.760
C 0.282 5.224 4.266
C 1.455 5.552 3.589
C 1.778 4.921 2.394
C 0.933 3.947 1.875
H 1.875 -2.868 2.693
H 2.641 -5.222 2.666
H 1.203 -6.975 1.692
H -0.996 -6.391 0.731
H -1.766 -4.044 0.739
H -2.879 -0.764 0.272
H -5.277 -0.782 0.939
H -5.941 -1.750 3.111
H -4.239 -2.716 4.619
H -1.855 -2.704 3.963
H 0.455 -1.951 5.335
H -0.270 -2.529 7.631
H -1.906 -1.098 8.804
H -2.821 0.915 7.707
H -2.085 1.518 5.414
H 2.645 -0.529 3.443
H 4.778 0.784 3.431
H 4.808 2.590 5.123
H 2.670 3.374 6.078
H 0.528 2.324 5.494
H -3.623 1.264 3.305
H -5.907 2.205 3.442
H -6.431 4.351 2.344
H -4.681 5.571 1.095
H -2.394 4.644 0.951
H -1.488 4.003 4.267
H 0.015 5.750 5.174
H 2.099 6.330 3.978
H 2.668 5.211 1.850
H 1.126 3.469 0.922
N -1.408 1.953 -2.333
N -1.943 1.433 -3.537
C -1.942 0.111 -3.780
N -2.440 -0.296 -4.942
S -1.322 -0.999 -2.656
H -2.110 2.547 -1.895
H -0.596 2.525 -2.570
H -2.246 2.102 -4.230
H -2.849 0.329 -5.619
H -2.451 -1.282 -5.151
C 2.578 0.813 1.795
H 3.454 0.348 1.348
H 1.682 0.370 1.367
H 2.595 1.876 1.589
S 1.608 1.147 -1.570
C 2.279 -0.311 -2.156
N 1.978 -1.524 -1.716
C 2.737 -2.572 -2.402
C 3.589 -1.768 -3.412
N 3.208 -0.386 -3.107
H 1.312 -1.657 -0.961
H 2.066 -3.271 -2.898
H 3.354 -3.126 -1.695
H 3.340 -2.014 -4.443
H 4.657 -1.918 -3.268
H 3.540 0.424 -3.602
```

Energy above the lowest of the compared OMol25 structures with the same formula, charge and spin, kcal/mol: 49.1
HOMO energy (alpha / beta), Ha: -0.49285 / -0.51545
Maximum force, eV/Å: 0.61
Molecular weight, g mol⁻¹: 1015.42
Charge: +3
Multiplicity: 2
Gap between HOMO and LUMO (alpha / beta), eV: 3.56 / 4.18

Löwdin population analysis, charges in e, atoms 1 to 6: Ir 0.65; N -0.42; S 0.77; N -0.34; S 0.86; N -0.36

No. 2
Here is a molecular structure, C41H45BrIN5ORh in a non-equilibrium geometry from the Open Molecules 2025 dataset. Energies are from wB97M-V/def2-TZVPD.

The geometry in XYZ format:
```
95
Properties=species:S:1:pos:R:3
Rh -0.516 -0.923 -0.588
C -1.933 2.156 2.120
C -1.523 2.563 0.694
C -1.391 4.093 0.667
C -2.432 2.125 -0.445
C -3.762 2.426 -0.284
C -4.809 1.803 -1.054
C -4.439 1.158 -2.211
C -3.049 1.031 -2.581
C -2.718 0.380 -3.877
C -1.382 0.650 -4.557
C -2.955 -1.134 -3.962
C -2.079 1.341 -1.596
N -0.673 0.757 -1.567
C 0.277 1.436 -2.054
C 1.644 1.125 -1.971
C 2.475 2.219 -2.395
C 3.835 2.176 -2.197
C 4.376 0.953 -1.706
C 3.593 -0.077 -1.298
C 2.171 -0.002 -1.306
N 1.394 -1.040 -0.827
C 1.836 -2.187 -0.240
C 1.468 -3.442 -0.850
C 2.027 -4.624 -0.407
C 2.738 -4.710 0.805
C 2.917 -3.522 1.535
C 2.398 -2.296 1.095
C 2.503 -1.083 1.994
C 1.164 -0.765 2.643
C 3.619 -1.278 3.045
C 0.507 -3.517 -2.024
C -0.585 -4.530 -1.696
C 1.164 -3.855 -3.403
H -1.150 2.476 2.867
H -2.012 1.044 2.224
H -2.884 2.638 2.445
H -0.554 2.098 0.449
H -2.323 4.522 1.012
H -1.373 4.500 -0.365
H -0.499 4.433 1.300
H -3.934 3.102 0.555
H -5.854 1.857 -0.862
H -5.112 0.821 -2.974
H -3.519 0.838 -4.515
H -0.548 0.559 -3.853
H -1.399 1.645 -4.959
H -1.203 -0.014 -5.447
H -2.249 -1.842 -3.545
H -3.128 -1.431 -5.005
H -3.926 -1.407 -3.478
H 0.082 2.437 -2.502
H 2.064 3.063 -2.890
H 4.485 3.015 -2.457
H 5.462 0.858 -1.681
H 4.007 -0.965 -0.846
H 1.858 -5.564 -0.938
H 3.126 -5.664 1.211
H 3.535 -3.500 2.456
H 2.763 -0.151 1.446
H 0.777 -1.628 3.195
H 0.346 -0.524 1.873
H 1.229 0.060 3.331
H 3.207 -1.964 3.736
H 3.877 -0.309 3.474
H 4.560 -1.658 2.650
H -0.036 -2.509 -2.072
H -0.262 -5.619 -1.882
H -1.520 -4.194 -2.165
H -0.846 -4.505 -0.638
H 2.152 -3.411 -3.427
H 0.570 -3.451 -4.269
H 1.278 -4.990 -3.411
N -4.274 -1.720 -0.642
C -3.162 -1.940 0.092
O -2.351 -0.959 0.311
C -3.081 -3.311 0.757
C -2.152 -3.467 1.813
N -1.299 -3.670 2.602
C -4.067 -4.284 0.697
N -4.698 -5.257 0.588
H -4.992 -2.462 -0.754
H -4.523 -0.825 -1.098
Br 0.849 6.622 2.657
C 1.648 5.370 3.865
C 1.415 5.574 5.250
C 1.875 4.622 6.116
C 2.525 3.461 5.688
C 2.857 3.336 4.361
C 2.432 4.296 3.472
I 3.254 4.185 1.567
H 0.804 6.394 5.531
H 1.710 4.758 7.167
H 2.892 2.750 6.414
H 3.432 2.458 3.999
```

Energy above the lowest of the compared OMol25 structures with the same formula, charge and spin, kcal/mol: 5.4
HOMO energy (alpha / beta), Ha: -0.34924 / -0.39604
Maximum force, eV/Å: 4.59
Molecular weight, g mol⁻¹: 933.56
Charge: +1
Multiplicity: 5
Gap between HOMO and LUMO (alpha / beta), eV: 6.88 / 4.46

Löwdin population analysis, charges in e, atoms 1 to 6: Rh 1.11; C -0.06; C -0.39; C -0.07; C -0.16; C -0.01

Question: Which formula does entry 1 have?
Answer: C41H44IrN9S5

Question: Which of these has the lowest molecular weight?
Answer: C41H45BrIN5ORh